The following is a quantum chemistry calculation of C36H51BrCl3N4NaO11S as an isolated structure at a distorted geometry, from OMol25.

Output
2S+1: 1
HOMO level (eV): -6.67
M (g mol⁻¹): 957.141
Kohn-Sham gap (Eh): 0.15909

Structure (XYZ):
```
108
Properties=species:S:1:pos:R:3:mulliken_charge:R:1
C 1.0297 2.8972 -3.3946 -0.94
C 2.3263 2.8135 -4.2568 -0.42
C 2.2204 1.8157 -5.4273 -0.54
N 2.7900 0.4973 -5.1313 0.36
C 2.3214 -0.0972 -3.9189 -0.61
C 1.0670 -0.6820 -3.7565 0.07
C 0.1538 -0.7362 -4.9736 -1.57
C 0.7744 -1.5209 -6.1597 -1.38
C 1.6970 -2.6545 -5.7183 -0.32
O 3.1116 -2.3321 -5.8007 -0.78
C 0.6478 -1.2017 -2.5277 0.73
C -0.7382 -1.7986 -2.3182 -2.15
C -0.8023 -3.3327 -2.2651 -1.49
N -0.1568 -4.0434 -3.4113 0.78
C 0.2719 -5.3688 -2.9086 -0.82
C -0.8640 -6.2695 -2.3736 -1.14
C -1.0255 -4.1583 -4.5050 0.73
C -0.9602 -5.3593 -5.4688 -1.63
O -1.8909 -3.3252 -4.7336 -0.57
C 1.5394 -1.1170 -1.4707 1.00
C 2.7856 -0.5452 -1.6333 1.11
C 3.2000 -0.0386 -2.8448 0.55
C 4.5810 0.5852 -3.0329 -0.14
O 5.3684 -0.1015 -3.7376 -0.81
O 4.8591 1.6681 -2.4882 -0.74
C 3.6917 -0.4546 -0.4193 -1.38
O 4.8893 -0.6095 -0.4601 -0.50
C 2.9473 -0.1734 0.8831 1.04
C 3.4488 0.6363 1.8726 -0.21
Br 5.1454 1.4912 1.7049 -0.11
C 2.7055 0.8331 3.0220 0.73
N 3.2702 1.6638 4.0568 -0.57
C 1.4642 0.2329 3.2096 0.19
C 0.6547 0.4131 4.4930 -2.37
C -0.5134 1.3890 4.2166 1.60
C 0.0848 2.7944 3.9856 -1.68
Cl -1.6673 1.4579 5.6089 -0.26
C 0.9335 -0.5665 2.1880 0.41
C -0.4163 -1.2547 2.3273 -1.40
C 1.6972 -0.7402 1.0539 0.55
C 1.2243 -1.6117 -0.0925 -0.60
O 0.6573 -2.6619 0.1588 -0.61
H 1.3272 3.1721 -2.3768 0.30
H 0.4113 3.7303 -3.7485 0.39
H 0.4736 1.9573 -3.4219 0.08
H 3.2265 2.6551 -3.6543 0.21
H 2.4340 3.8072 -4.7123 0.52
H 2.8039 2.2347 -6.2582 0.52
H 1.1667 1.8077 -5.7650 0.22
H 2.7449 -0.1330 -5.9131 0.40
H -0.8082 -1.1951 -4.7457 0.31
H -0.0997 0.2713 -5.3205 0.58
H -0.0533 -1.9487 -6.7452 0.82
H 1.2772 -0.8365 -6.8551 0.59
H 1.4891 -2.9813 -4.6981 0.60
H 1.5165 -3.5182 -6.4257 0.09
H 3.5182 -2.3674 -4.9225 0.33
H -1.4868 -1.4535 -3.0287 0.83
H -1.0797 -1.4523 -1.3320 0.25
H -1.8706 -3.6005 -2.2930 0.35
H -0.4061 -3.7571 -1.3472 1.13
H 0.8066 -5.9438 -3.6737 0.36
H 0.9922 -5.2585 -2.0922 0.64
H -1.7693 -6.2757 -2.9855 0.27
H -0.5413 -7.3031 -2.2122 0.38
H -1.1597 -5.9080 -1.3810 0.31
H 0.0415 -5.7934 -5.5231 0.36
H -1.3676 -5.0480 -6.4301 0.35
H -1.6305 -6.1298 -5.0765 0.37
H 2.5211 2.0894 4.5874 0.14
H 3.7321 1.0319 4.7090 0.28
H 0.2302 -0.5758 4.7030 0.51
H 1.2686 0.7012 5.3473 0.69
H -1.0396 1.0777 3.3046 -0.35
H -0.7238 3.5171 3.8715 0.44
H 0.7244 3.0094 4.8472 0.37
H 0.7218 2.8145 3.0956 0.33
H -0.9730 -0.9567 3.2089 0.55
H -0.2793 -2.3399 2.3255 0.23
H -0.9916 -1.0349 1.4210 0.19
C -4.5058 -0.3206 3.0667 -0.27
Cl -4.0721 -1.9852 2.6453 -0.18
Cl -3.3221 0.8365 2.4504 -0.08
H -5.4702 -0.0920 2.6359 0.28
H -4.5455 -0.2312 4.1472 0.29
C -6.9051 -1.1070 -1.1598 -0.74
N -6.9301 -0.5574 0.2221 0.88
O -6.0160 0.1685 0.5549 -0.50
O -7.8653 -0.8753 0.9231 -0.52
H -6.0174 -0.7391 -1.6616 0.31
H -6.8866 -2.1899 -1.0790 0.28
H -7.8060 -0.7670 -1.6621 0.28
Na 2.9121 -3.5985 -7.4664 0.90
O -0.7389 4.7193 6.4356 -0.56
S -1.2812 4.6901 7.7585 1.21
O -2.6555 4.9950 8.0080 -0.64
O -0.3687 5.5981 8.7025 -0.27
C -0.1542 6.9701 8.3238 -0.33
C -1.3797 7.8324 8.5591 -0.98
C -0.9054 3.1428 8.5128 -0.92
H 0.1730 7.0232 7.2835 0.30
H 0.6680 7.3308 8.9396 0.28
H -2.2028 7.5360 7.9104 0.30
H -1.1520 8.8798 8.3577 0.39
H -1.7258 7.7335 9.5884 0.26
H 0.1467 2.9174 8.3596 0.30
H -1.5231 2.3890 8.0363 0.31
H -1.1421 3.2016 9.5725 0.38
```

The following is a quantum chemistry calculation of C36H51N5O3SW as an isolated structure at a distorted geometry, from OMol25.

Output
2S+1: 3
HOMO level (spin up / spin down) (eV): 1.07 / 0.23
Net charge: -2
M (g mol⁻¹): 817.743
Kohn-Sham gap (spin up / spin down) (Eh): 0.12293 / 0.15320
<S²>: 2.022

Structure (XYZ):
```
97
Properties=species:S:1:pos:R:3:mulliken_charge:R:1
W 0.3738 -0.0730 -0.0562 0.95
C 4.5213 0.7645 -0.1403 -0.71
C 2.4019 0.0701 -0.1099 -1.05
N 3.3159 0.9079 0.4769 0.46
H 5.1209 -0.7147 -1.6864 0.42
N 3.1277 -0.6788 -0.9996 1.21
H 5.3580 1.3543 0.1614 0.43
C -0.0402 1.2618 -1.6983 1.50
C -1.3257 1.5395 -2.2235 0.03
C -1.4728 2.2539 -3.4206 -1.08
C -0.3601 2.7351 -4.1115 1.09
C 0.9018 2.5243 -3.5739 -0.63
C 1.0714 1.8173 -2.3775 -0.95
H -2.2148 1.2029 -1.6890 0.38
H -2.4673 2.4447 -3.8192 0.35
H 1.7792 2.9190 -4.0899 0.21
H 2.0756 1.7215 -1.9647 0.25
C -0.5279 3.4706 -5.4107 -1.71
H 0.4234 3.9111 -5.7239 0.34
H -1.2688 4.2720 -5.3188 0.36
H -0.8705 2.8022 -6.2102 0.27
C 3.0348 1.9533 1.4876 1.89
C 4.3376 2.2954 2.1979 -2.25
C 2.4727 3.1873 0.7877 -1.40
H 5.0562 2.7875 1.5338 0.50
H 4.1090 2.9939 3.0099 0.47
H 4.7968 1.4024 2.6401 0.41
H 2.0719 2.0677 3.3951 0.63
H 2.2984 0.3935 2.8253 -0.03
H 1.5342 2.9833 0.2492 -0.07
C 2.0483 1.4134 2.5083 -1.53
H 3.1980 3.5695 0.0584 0.33
H 2.2721 3.9701 1.5328 0.45
H 1.0019 1.4368 2.1625 0.22
C 4.4087 -0.2405 -1.0389 -0.94
C 2.6519 -1.2046 -3.3450 -1.81
H 3.6726 -1.0076 -3.6950 0.38
H 2.2030 -1.9461 -4.0213 0.36
C 2.6158 -1.7180 -1.9066 2.01
H 0.6897 -2.6984 -2.0727 0.77
C 3.4592 -2.9779 -1.7199 -1.85
H 3.4273 -3.3162 -0.6765 0.36
H 2.0767 -0.2727 -3.4392 0.38
H 0.6381 -0.9518 -1.8371 -0.64
H 4.5074 -2.8260 -2.0085 0.40
H 3.0622 -3.7901 -2.3426 0.40
C 1.1741 -1.9005 -1.4918 -2.68
H 1.0957 -2.2139 -0.4299 0.50
C -4.0880 -0.1734 1.4705 -0.73
N -2.8867 0.4333 1.1475 1.20
H -5.0271 -1.9338 0.5092 0.44
N -3.0910 -1.2662 -0.1500 0.96
H -4.7455 0.2553 2.2097 0.33
C -2.3833 1.6350 1.8416 1.76
C -3.5405 2.6002 2.0717 -2.06
C -1.7607 1.2225 3.1713 -1.43
H -4.2643 2.2051 2.7903 0.46
H -3.1455 3.5374 2.4861 0.42
H -4.0555 2.8407 1.1364 0.38
H -0.8791 3.1255 1.4734 0.69
H -1.6681 2.5288 -0.0112 0.54
H -0.9419 0.5057 2.9983 -0.02
C -1.3062 2.2391 0.9767 -1.26
H -2.4957 0.7431 3.8246 0.43
H -1.3507 2.1098 3.6815 0.35
H -0.4343 1.4942 0.8645 -1.59
C -4.2179 -1.2300 0.6531 -0.72
C -1.8784 -3.3551 -0.5853 -1.68
H -2.3805 -3.9345 0.1970 0.39
H -1.5415 -4.0421 -1.3780 0.35
C -2.8391 -2.3214 -1.1677 2.00
H -2.1891 -2.4713 -3.2069 0.60
C -4.1522 -3.0034 -1.5247 -2.43
H -4.8896 -2.2839 -1.8967 0.44
H -0.9937 -2.8874 -0.1235 0.29
H -1.2815 -1.2742 -2.2783 0.36
H -4.5709 -3.5644 -0.6837 0.53
H -3.9611 -3.7252 -2.3312 0.45
C -2.2787 -1.6988 -2.4299 -1.82
H -2.9407 -0.9125 -2.8025 0.37
C -2.2752 -0.2456 0.1658 -1.35
O 1.1318 -3.2560 1.5427 -0.77
C 0.6979 -2.2522 2.1279 0.25
N 0.3071 -1.1255 1.4718 1.78
S -2.1415 -2.5521 3.1600 1.14
O -3.0993 -1.7763 3.9617 -0.71
O -2.4845 -3.9458 2.8670 -0.79
C -0.6081 -2.5649 4.2173 0.30
C -0.7101 -2.7852 5.5794 -0.71
C 0.4480 -2.7605 6.3669 -0.57
C 1.6932 -2.4865 5.7852 -0.71
C 1.7863 -2.2508 4.4127 -0.42
C 0.6206 -2.2891 3.6260 -0.29
H -1.6861 -2.9916 6.0129 0.36
H 0.3700 -2.9614 7.4342 0.32
H 2.5965 -2.4702 6.4011 0.32
H 2.7429 -2.0470 3.9243 0.44
```

The following is a quantum chemistry calculation of a 8-piece molecular cluster, C36H52N4O4 overall at a distorted geometry, from OMol25.

Output
2S+1: 1
SMILES: c1ccncc1.c1ccncc1.c1ccncc1.c1ccncc1.C1CCOC1.C1CCOC1.C1CCOC1.C1CCOC1
HOMO level (eV): -9.45
M (g mol⁻¹): 604.836
Kohn-Sham gap (Eh): 0.36288

Structure (XYZ):
```
96
Properties=species:S:1:pos:R:3:mulliken_charge:R:1
C -18.7148 -1.6124 -1.6728 0.56
C -18.4684 -0.8935 -2.9742 0.75
C -17.1326 -0.2327 -2.6820 -0.77
O -16.3764 -1.2463 -1.9415 -0.27
C -17.2923 -1.8870 -1.1135 -0.08
H -19.0658 -2.6260 -1.8661 -0.12
H -19.3329 -1.0891 -0.9433 -0.21
H -19.2307 -0.2214 -3.3683 0.38
H -18.2516 -1.5468 -3.8194 -0.88
H -17.1905 0.6817 -2.0915 0.28
H -16.6422 0.0350 -3.6179 0.22
H -17.2443 -1.3769 -0.1514 -0.17
H -17.0053 -2.9292 -0.9740 0.32
C -13.2658 -1.6050 1.9698 -0.20
C -14.7707 -1.4192 1.7162 0.38
C -15.3235 -2.4470 2.6637 -0.09
O -14.4048 -2.6290 3.6982 -0.48
C -13.1196 -2.3268 3.3207 -0.50
H -12.6520 -0.7057 1.9172 0.50
H -12.9071 -2.2013 1.1309 -0.30
H -15.1783 -1.5291 0.7112 -0.38
H -15.0239 -0.4211 2.0736 0.18
H -15.4274 -3.4593 2.2731 0.29
H -16.3049 -2.1879 3.0610 -0.04
H -12.4876 -3.2115 3.2423 0.30
H -12.7158 -1.7244 4.1344 0.24
C -20.7600 -5.9081 -0.9212 -0.48
C -19.6732 -6.3782 -1.8577 -0.60
C -18.4268 -5.9130 -1.1630 -0.25
O -18.8944 -5.0771 -0.0811 -0.33
C -20.0803 -5.6237 0.4146 -0.41
H -21.6259 -6.5484 -0.7526 0.39
H -21.0579 -4.9685 -1.3864 0.17
H -19.8406 -6.0763 -2.8916 0.30
H -19.6259 -7.4636 -1.7704 0.29
H -17.8626 -5.3171 -1.8805 0.01
H -17.6990 -6.6029 -0.7358 0.45
H -20.5821 -4.9782 1.1355 0.23
H -19.9066 -6.5232 1.0052 0.28
C -11.9401 -1.4228 -6.2148 -0.53
C -13.4089 -1.0909 -6.2826 0.09
C -13.7636 -0.0763 -5.1519 0.01
O -12.4728 0.5537 -5.0180 -0.50
C -11.4219 -0.4248 -5.1350 -0.34
H -11.3980 -1.1805 -7.1288 0.29
H -11.7410 -2.4547 -5.9257 0.13
H -14.1048 -1.9236 -6.1808 -0.22
H -13.6555 -0.7876 -7.3001 0.37
H -14.1079 -0.5062 -4.2113 -0.13
H -14.6146 0.5836 -5.3211 0.31
H -11.3010 -0.9508 -4.1880 0.11
H -10.4054 -0.0855 -5.3344 0.38
N -20.1544 0.6690 1.2693 -0.50
C -18.8677 0.7018 1.7321 -0.32
C -18.3205 -0.1595 2.7016 -0.44
C -19.1541 -1.2825 2.9623 -0.27
C -20.4297 -1.3895 2.3968 -0.49
C -20.8809 -0.4069 1.5621 -0.03
H -18.2986 1.5799 1.4651 0.38
H -17.3971 0.0582 3.2178 0.53
H -18.8064 -2.0473 3.6410 0.42
H -21.1003 -2.2128 2.5938 0.43
H -21.8608 -0.4904 1.1157 0.29
N -22.2859 2.2870 -3.6324 -0.53
C -22.2389 1.5037 -2.5511 0.36
C -23.2563 1.4472 -1.6234 -0.19
C -24.4594 2.0967 -1.8538 -0.50
C -24.5488 3.0175 -2.9391 -0.36
C -23.4164 3.0405 -3.8248 -0.29
H -21.4163 0.8097 -2.4611 0.13
H -23.1804 0.7680 -0.7872 0.25
H -25.1310 2.1656 -1.0108 0.35
H -25.4316 3.6390 -2.9682 0.37
H -23.3190 3.6770 -4.6918 0.40
N -17.1723 -2.7519 -8.4942 -0.55
C -16.5252 -2.3572 -7.3758 -0.22
C -17.0029 -2.6151 -6.1179 0.27
C -18.3088 -3.0824 -5.9452 -0.64
C -18.9670 -3.4846 -7.1270 -0.49
C -18.3504 -3.3658 -8.3830 -0.33
H -15.5558 -1.9312 -7.5880 0.43
H -16.2924 -2.3616 -5.3449 0.32
H -18.7633 -3.2677 -4.9832 0.49
H -19.9117 -3.9982 -7.0265 0.39
H -18.8125 -3.6460 -9.3181 0.39
N -11.0528 -4.7825 -3.2724 -0.60
C -11.0188 -3.9965 -2.0968 -0.53
C -12.0664 -3.1897 -1.6059 -0.46
C -13.2097 -3.1839 -2.3880 0.17
C -13.3149 -4.0008 -3.5674 -0.25
C -12.1809 -4.7056 -4.0037 -0.46
H -10.0752 -3.9786 -1.5718 0.38
H -12.0806 -2.5593 -0.7291 0.43
H -13.9899 -2.5624 -1.9740 0.46
H -14.1902 -3.9856 -4.1998 0.44
H -12.0340 -5.2233 -4.9401 0.47
```